{
  "formula": "C5H8N2",
  "method": "ωB97M-V/def2-TZVPD",
  "homo_lumo_gap_ha": 0.3546,
  "lumo_energy_ha": 0.0337,
  "spin_multiplicity": 1,
  "total_energy_ev": -8294.80602,
  "mol_weight_g_mol": 96.13,
  "charge": 0,
  "largest_force_ha_per_bohr": 0.006,
  "smiles": "CCn1ccnc1",
  "de_lowest_kcal_mol": 4.4,
  "elements": ["C", "C", "N", "C", "C", "N", "C", "H", "H", "H", "H", "H", "H", "H", "H"],
  "xyz": [[-2.00, 0.23, -0.37], [-1.00, -0.66, 0.36], [0.36, -0.15, 0.32], [1.38, -0.74, -0.40], [2.43, 0.13, -0.35], [2.09, 1.24, 0.38], [0.86, 1.04, 0.76], [-2.97, -0.28, -0.43], [-2.16, 1.19, 0.13], [-1.68, 0.43, -1.40], [-0.93, -1.63, -0.15], [-1.30, -0.82, 1.40], [1.26, -1.73, -0.81], [3.40, 0.02, -0.81], [0.27, 1.72, 1.38]],
  "lowdin_charge": [-0.0812, -0.1975, -0.1120, -0.0883, -0.1659, 0.0462, -0.1882, 0.0731, 0.0713, 0.0806, 0.1142, 0.1204, 0.1108, 0.0922, 0.1243]
}


{
  "formula": "C5H8N2",
  "method": "ωB97M-V/def2-TZVPD",
  "homo_lumo_gap_ha": [0.2429, 0.2946],
  "lumo_energy_ha": [-0.0411, -0.0227],
  "spin_multiplicity": 1,
  "total_energy_ev": -8288.58250,
  "mol_weight_g_mol": 96.13,
  "charge": 0,
  "largest_force_ha_per_bohr": 0.018,
  "de_lowest_kcal_mol": 147.9,
  "elements": ["C", "N", "C", "C", "C", "C", "N", "H", "H", "H", "H", "H", "H", "H", "H"],
  "xyz": [[2.49, -0.59, 0.13], [1.13, -0.09, 0.15], [0.71, 1.15, -0.31], [-0.65, 1.12, -0.40], [-0.97, -0.15, 0.17], [-2.26, -0.60, 0.46], [0.14, -0.91, 0.41], [3.18, 0.19, 0.45], [2.76, -0.93, -0.88], [2.54, -1.44, 0.82], [1.45, 1.88, -0.63], [-2.20, 1.25, -0.90], [-2.90, 0.74, -0.92], [-3.00, 0.05, 0.88], [-2.44, -1.67, 0.55]],
  "lowdin_charge": [-0.0215, -0.2274, -0.0917, -0.0228, -0.4619, 0.0729, 0.1208, 0.0874, 0.0905, 0.0885, 0.1068, 0.0480, 0.0901, 0.0478, 0.0725]
}


{
  "formula": "C5H8N2",
  "method": "ωB97M-V/def2-TZVPD",
  "homo_lumo_gap_ha": 0.3099,
  "lumo_energy_ha": 0.0381,
  "spin_multiplicity": 1,
  "total_energy_ev": -8293.74420,
  "mol_weight_g_mol": 96.13,
  "charge": 0,
  "largest_force_ha_per_bohr": 0.025,
  "smiles": "Cn1ccc(N)c1",
  "de_lowest_kcal_mol": 28.9,
  "elements": ["C", "N", "C", "C", "C", "N", "C", "H", "H", "H", "H", "H", "H", "H", "H"],
  "xyz": [[2.32, 0.40, 0.01], [0.97, -0.22, 0.14], [0.30, -1.49, 0.25], [-1.05, -1.26, 0.12], [-1.27, 0.13, -0.02], [-2.48, 0.84, -0.05], [-0.04, 0.71, -0.04], [2.96, -0.04, -0.77], [2.18, 1.45, -0.30], [2.89, 0.46, 0.94], [0.62, -2.43, 0.69], [-1.84, -2.02, 0.15], [-3.27, 0.22, -0.13], [-2.49, 1.51, -0.80], [0.19, 1.75, -0.20]],
  "lowdin_charge": [-0.0303, -0.1243, -0.0792, -0.0700, -0.3666, 0.0680, -0.1024, 0.0803, 0.0748, 0.0800, 0.1040, 0.1006, 0.0731, 0.0780, 0.1140]
}


{
  "formula": "C5H8N2",
  "method": "ωB97M-V/def2-TZVPD",
  "homo_lumo_gap_ha": 0.3452,
  "lumo_energy_ha": 0.0343,
  "spin_multiplicity": 1,
  "total_energy_ev": -8291.75752,
  "mol_weight_g_mol": 96.13,
  "charge": 0,
  "largest_force_ha_per_bohr": 0.054,
  "smiles": "CCn1ccnc1",
  "de_lowest_kcal_mol": 74.7,
  "elements": ["C", "C", "N", "C", "C", "N", "C", "H", "H", "H", "H", "H", "H", "H", "H"],
  "xyz": [[0.07, 1.65, 0.29], [1.24, 0.64, -0.56], [0.38, -0.45, -0.22], [-0.68, -0.97, -0.88], [-1.33, -1.71, 0.07], [-0.71, -1.62, 1.29], [0.31, -0.82, 1.08], [0.47, 2.14, 1.16], [-0.22, 2.28, -0.53], [-0.92, 1.19, 0.63], [2.25, 0.11, -0.65], [1.18, 1.10, -1.54], [-0.83, -0.75, -1.92], [-2.20, -2.33, -0.07], [0.99, -0.44, 1.84]],
  "lowdin_charge": [-0.0092, -0.0813, -0.2359, -0.0961, -0.1617, 0.0616, -0.2368, 0.0456, 0.0476, 0.1006, 0.1407, 0.0833, 0.1185, 0.0868, 0.1362]
}


{
  "formula": "C5H8N2",
  "method": "ωB97M-V/def2-TZVPD",
  "homo_lumo_gap_ha": 0.3448,
  "lumo_energy_ha": 0.0328,
  "spin_multiplicity": 1,
  "total_energy_ev": -8294.89795,
  "mol_weight_g_mol": 96.13,
  "charge": 0,
  "largest_force_ha_per_bohr": 0.005,
  "smiles": "Cc1cn(C)cn1",
  "de_lowest_kcal_mol": 2.3,
  "elements": ["C", "C", "C", "N", "C", "C", "N", "H", "H", "H", "H", "H", "H", "H", "H"],
  "xyz": [[0.08, -1.77, -1.96], [0.04, -0.92, -0.73], [0.38, 0.40, -0.56], [0.07, 0.70, 0.76], [0.01, 1.97, 1.46], [-0.41, -0.45, 1.30], [-0.44, -1.44, 0.45], [0.58, -2.73, -1.75], [-0.94, -2.01, -2.27], [0.59, -1.29, -2.79], [0.83, 1.10, -1.24], [-0.76, 2.63, 1.03], [-0.27, 1.76, 2.50], [0.97, 2.50, 1.47], [-0.73, -0.48, 2.33]],
  "lowdin_charge": [-0.0540, -0.3617, -0.0349, -0.1425, -0.0318, -0.1924, 0.0945, 0.0737, 0.0754, 0.0708, 0.1172, 0.0905, 0.0852, 0.0877, 0.1222]
}


{
  "formula": "C5H8N2",
  "method": "ωB97M-V/def2-TZVPD",
  "homo_lumo_gap_ha": 0.3351,
  "lumo_energy_ha": 0.0398,
  "spin_multiplicity": 1,
  "total_energy_ev": -8292.09526,
  "mol_weight_g_mol": 96.13,
  "charge": 0,
  "largest_force_ha_per_bohr": 0.010,
  "de_lowest_kcal_mol": 66.9,
  "elements": ["C", "N", "C", "C", "C", "N", "C", "H", "H", "H", "H", "H", "H", "H", "H"],
  "xyz": [[-1.60, 0.34, 1.21], [-1.21, -0.56, -0.37], [-0.88, 0.80, -0.52], [0.50, 0.97, -0.58], [1.05, -0.31, -0.42], [2.40, -0.64, -0.39], [-0.02, -1.20, -0.27], [-2.11, 1.30, 1.31], [-2.30, -0.45, 1.49], [-0.68, 0.31, 1.79], [-1.65, 1.49, -0.85], [1.04, 1.91, -0.70], [2.98, 0.00, -0.92], [2.59, -1.60, -0.65], [0.02, -2.27, -0.08]],
  "lowdin_charge": [0.0258, -0.0325, -0.2579, -0.0475, -0.3468, 0.0882, -0.1426, 0.0624, 0.0638, 0.0827, 0.1259, 0.0996, 0.0868, 0.0863, 0.1054]
}


{
  "formula": "C5H8N2",
  "method": "ωB97M-V/def2-TZVPD",
  "homo_lumo_gap_ha": 0.3199,
  "lumo_energy_ha": 0.0305,
  "spin_multiplicity": 1,
  "total_energy_ev": -8291.63691,
  "mol_weight_g_mol": 96.13,
  "charge": 0,
  "largest_force_ha_per_bohr": 0.057,
  "de_lowest_kcal_mol": 77.5,
  "elements": ["C", "C", "C", "N", "C", "C", "N", "H", "H", "H", "H", "H", "H", "H", "H"],
  "xyz": [[0.57, 0.80, 0.15], [-0.12, -1.40, 1.43], [-0.30, -0.37, 0.38], [0.03, 2.12, 0.10], [-0.72, -0.34, -1.53], [0.63, -0.15, -1.09], [-1.47, -0.35, -0.44], [1.49, 0.78, 0.73], [0.63, 2.73, -0.44], [-0.89, 2.11, -0.34], [-1.09, -0.56, -2.52], [1.56, -0.45, -1.55], [-0.77, -1.11, 2.27], [-0.46, -2.37, 1.07], [0.91, -1.44, 1.78]],
  "lowdin_charge": [-0.3063, -0.0200, -0.3644, 0.0516, -0.1467, -0.0556, 0.0860, 0.1407, 0.0760, 0.0690, 0.1075, 0.0998, 0.0923, 0.0859, 0.0843]
}


{
  "formula": "C5H8N2O",
  "method": "ωB97M-V/def2-TZVPD",
  "homo_lumo_gap_ha": 0.3440,
  "lumo_energy_ha": 0.0332,
  "spin_multiplicity": 1,
  "total_energy_ev": -10335.27773,
  "mol_weight_g_mol": 112.13,
  "charge": 0,
  "largest_force_ha_per_bohr": 0.127,
  "de_lowest_kcal_mol": 171.8,
  "elements": ["C", "C", "C", "C", "C", "H", "H", "H", "H", "H", "H", "H", "H", "N", "N", "O"],
  "xyz": [[-2.23, -0.22, 1.71], [-0.88, -0.38, 2.19], [0.33, -0.42, 0.02], [1.21, 0.84, -1.60], [1.75, -0.39, -0.49], [-2.52, -0.45, 0.61], [-3.27, -0.30, 2.32], [-0.44, -0.42, 3.28], [-0.67, 0.69, -2.36], [1.68, 0.98, -2.82], [0.80, 1.86, -0.73], [2.77, -0.02, 0.02], [1.94, -1.36, -0.95], [-0.61, -0.20, -0.73], [-0.14, 0.08, -1.92], [0.29, -0.29, 1.45]],
  "lowdin_charge": [-0.0174, -0.1911, -0.3991, -0.0936, -0.0470, 0.0445, 0.0771, 0.1381, 0.0336, 0.1603, 0.1989, 0.1465, 0.0833, 0.0338, -0.0955, -0.0724]
}